# F2HN

F2HN in the gas phase at a distorted geometry (ωB97M-V/def2-TZVPD, the Open Molecules 2025 dataset).

As for the net charge: 0. The value obtained for the energy above the lowest of the compared OMol25 structures with the same formula, charge and spin is 11.3 kcal/mol. Its HOMO energy is -10.585 eV. The value obtained for the LUMO energy is 1.1 eV. The total energy comes out at -254.922885 a.u. The orbital gap is 11.73 eV.

Geometry (Å):
F1 1.24431 0.32334 0.20082
F2 -0.98815 0.80262 -0.41461
N1 -0.07192 -0.07492 0.25564
H1 -0.18424 -1.05103 -0.04185

Listed below, in e, are the natural (NBO) charges computed for each atom: -0.206, -0.231, 0.096, 0.341